[1]
A molecular structure, C40H37BN8O2PbS2 at a distorted geometry, computed with wB97M-V/def2-TZVPD.

XYZ file:
```
91
Properties=species:S:1:pos:R:3:lowdin_charge:R:1
H -3.692 -4.902 -2.423 0.13
C -0.684 6.574 3.162 -0.01
H -7.770 -0.520 -0.956 0.11
H 1.108 -3.975 -1.627 0.10
N 0.035 -1.719 0.821 -0.06
C -0.474 3.750 -2.096 -0.06
C 1.515 -1.778 -3.288 -0.26
C 2.127 -2.966 -3.922 0.00
C 0.692 4.489 -2.000 -0.06
C -0.814 5.326 2.607 -0.23
C -0.446 2.393 -2.417 -0.04
C -0.738 -5.623 -2.686 0.02
H 3.117 -2.730 -4.275 0.09
N 1.425 1.518 0.805 0.01
C -4.667 -1.590 -0.182 -0.09
H 6.184 0.889 -0.167 0.11
H 5.018 1.234 -1.561 0.09
C -0.862 0.977 5.058 -0.05
N 0.728 -1.866 -2.222 0.03
H 2.453 4.459 2.566 0.10
H -1.230 1.650 5.819 0.11
H -0.153 -6.241 -1.987 0.10
N -1.922 -2.476 -1.124 -0.06
H 2.174 -3.864 -3.285 0.07
N 1.484 2.567 1.389 0.13
C 0.532 7.053 3.547 -0.02
C 1.703 6.277 3.383 -0.07
S 4.132 1.908 0.559 1.06
H 3.462 -4.392 1.345 0.11
C 2.685 1.030 0.419 -0.86
N 0.759 -2.693 0.188 0.00
H -2.002 4.035 1.988 0.08
C 1.404 -2.696 2.336 0.06
C 2.482 -4.445 0.786 -0.01
H -5.948 -0.179 0.745 0.12
H -1.376 1.858 -2.583 0.10
C 1.639 -3.253 1.068 -0.27
C -1.542 -4.492 -2.055 -0.23
C 1.598 5.049 2.835 -0.04
C -1.782 0.083 4.494 -0.04
H 2.901 4.406 -2.017 0.13
H 4.807 -1.214 0.248 0.08
C 1.943 3.856 -2.149 -0.05
H -1.535 7.197 3.333 0.13
H -5.141 -3.250 -3.135 0.13
H 2.706 6.598 3.633 0.11
H 4.638 -1.243 -1.451 0.10
H -0.007 -5.175 -3.373 0.08
H 1.186 1.697 4.994 0.10
C 0.845 0.271 -2.778 -0.25
S 2.748 -0.472 -0.249 1.16
H 2.902 1.981 -2.470 0.10
H -7.312 -1.910 -2.948 0.12
Pb -1.465 -0.397 -0.355 1.40
C 0.391 -1.766 2.137 -0.25
C -5.393 -2.592 -2.268 0.00
H 0.613 8.147 3.920 0.16
H 2.791 -4.471 -0.263 0.07
C 1.648 -0.433 -3.662 0.05
H -2.786 0.105 4.887 0.11
C -4.418 -2.398 -1.303 -0.20
H -1.382 4.322 -2.036 0.11
H -3.895 -1.453 0.580 0.06
H 0.693 5.550 -1.830 0.11
C 0.823 0.118 3.643 -0.05
H 1.910 -2.960 3.244 0.13
O -2.040 4.970 2.233 0.13
C 5.138 0.807 -0.548 -0.39
H 2.226 -0.069 -4.497 0.13
C 4.526 -0.600 -0.585 -0.37
H 1.938 -5.353 0.941 0.09
C -5.878 -0.920 -0.049 -0.06
C -3.108 -3.037 -1.485 -0.22
N -0.998 -3.460 -1.418 0.03
O -0.871 2.764 1.477 0.06
H 1.541 -3.272 -4.811 0.11
C -1.386 -0.834 3.526 -0.03
C -2.885 -4.262 -2.106 0.04
C 1.945 2.474 -2.348 -0.08
C 0.361 4.517 2.390 -0.08
H 1.774 0.229 3.212 0.09
C -6.863 -1.077 -1.008 -0.07
C -6.611 -1.869 -2.099 -0.05
C 0.468 0.998 4.647 -0.05
H -1.430 -6.252 -3.188 0.08
C -0.088 -0.797 3.113 -0.21
N 0.281 -0.601 -1.896 -0.09
C 0.788 1.723 -2.460 -0.20
C 0.202 3.249 1.749 -0.34
H -2.071 -1.520 3.119 0.11
B 0.478 -3.043 -1.308 -0.56
```

Output
* multiplicity: 1
* charge: +2
* orbital gap: 5.309 eV



[2]
2 unconnected molecules or ions with the total composition CH6NOS at a distorted geometry, computed with wB97M-V/def2-TZVPD.

XYZ file:
```
10
Properties=species:S:1:pos:R:3:lowdin_charge:R:1
H 0.009 0.571 2.650 0.19
H 1.271 -0.807 -2.509 0.04
N -0.458 1.163 1.854 0.09
H 0.670 -0.181 0.776 0.13
O 0.746 -1.165 -1.845 -0.06
H -1.430 1.421 2.000 0.13
H 0.923 -2.111 -1.611 0.12
S -1.052 0.784 -0.667 1.02
C -0.209 0.533 0.730 -0.56
H -0.471 -0.209 -1.378 -0.11
```

Output
* multiplicity: 1
* charge: +1
* orbital gap: 10.483 eV



[3]
A molecular structure, C50H47CrN2O5PSTe at a distorted geometry, computed with wB97M-V/def2-TZVPD.

XYZ file:
```
108
Properties=species:S:1:pos:R:3:lowdin_charge:R:1
C 0.737 -5.422 -3.871 0.00
C 0.874 -4.230 -3.198 -0.04
H -5.985 -1.308 0.675 0.13
H 1.845 -8.074 -4.693 0.11
C -3.899 -3.933 0.141 -0.03
C -3.656 -0.307 2.790 -0.06
C 0.715 5.103 5.074 -0.09
C -4.392 0.845 2.548 -0.05
C -2.747 -2.978 -3.863 -0.05
H 1.301 0.033 7.681 0.12
H 2.009 7.307 4.304 0.14
O 3.471 -1.355 -2.895 -0.17
C 2.241 4.552 1.570 -0.27
H 2.304 -7.318 -6.218 0.09
C -4.159 -1.204 -0.424 -0.07
C 3.447 8.126 2.153 -0.02
H 3.673 -0.535 7.257 0.12
H 0.600 -7.377 -5.724 0.09
H 4.821 0.304 5.248 0.13
C 1.568 4.316 2.778 -0.32
H 4.098 2.925 3.425 0.10
C -3.064 -1.924 -0.911 -0.33
P -1.799 -1.200 -1.941 1.17
C -5.126 -1.860 0.315 -0.05
H -2.066 -3.849 -0.943 0.10
O 0.989 -1.227 -2.589 -0.40
C 2.423 3.578 0.427 -0.05
H -0.866 -1.153 -6.726 0.13
C 3.127 0.071 6.544 -0.03
H -1.751 -1.285 2.554 0.13
H 0.059 1.126 -1.674 0.09
H 4.806 1.341 3.121 0.09
H -2.522 4.383 -2.612 0.13
H 3.274 1.781 2.354 0.05
C 1.761 1.577 4.705 -0.39
C -1.987 0.586 -2.139 -0.33
H -4.386 2.802 -3.035 0.13
H -2.393 -3.035 -7.228 0.13
C -2.372 3.318 -2.480 -0.03
C -5.002 -3.216 0.599 -0.01
H 3.358 6.002 0.483 0.14
C 2.073 6.536 3.542 0.01
C 1.794 0.375 6.780 -0.05
C 2.994 -5.241 -4.702 0.01
O 0.821 -4.782 1.132 0.22
H 3.028 -3.275 0.698 0.15
C 1.788 -5.940 -4.643 -0.21
C -2.484 1.870 1.501 -0.05
H -4.026 0.383 -2.820 0.12
C 1.099 1.126 5.849 -0.14
C 2.763 6.801 2.368 -0.23
C -0.929 1.477 -1.932 -0.09
H 0.063 -3.835 -2.604 0.09
H -2.026 2.704 0.980 0.12
C 1.623 -7.245 -5.372 -0.01
C -2.908 -3.387 -5.172 -0.03
C -0.293 0.660 1.418 -0.42
Te 0.475 2.615 3.420 1.95
C -1.124 2.838 -2.107 -0.05
H -0.199 -5.966 -3.810 0.13
O 0.030 -0.292 0.433 -0.18
H 3.817 -5.644 -5.278 0.14
C -3.225 1.069 -2.571 -0.07
H 3.439 8.415 1.103 0.09
Cr 0.378 -1.416 -0.762 0.87
C -1.219 -1.232 -4.621 -0.07
O 0.000 -3.021 -0.026 -0.15
C -3.814 1.925 1.887 -0.04
C 3.118 1.318 4.458 -0.27
C -2.335 -0.389 2.370 -0.01
H -5.424 0.904 2.874 0.12
N 2.097 -2.219 -0.891 -0.23
H 0.856 5.952 5.739 0.10
C -3.418 2.433 -2.719 -0.03
H -4.264 -0.146 -0.612 0.10
H -4.107 -1.148 3.303 0.12
H -0.295 3.522 -1.972 0.12
C 1.011 -3.871 0.414 -0.47
H -4.402 2.811 1.675 0.12
H 3.479 3.316 0.335 0.10
H -0.362 5.006 4.912 0.08
H -5.762 -3.721 1.183 0.13
C 2.825 5.805 1.410 0.00
H 2.769 -4.241 -0.768 0.15
S 2.299 -2.034 -2.500 0.76
H 4.495 8.051 2.453 0.10
C 3.157 -4.034 -4.048 -0.01
H -3.571 -4.215 -5.396 0.13
C 3.774 0.541 5.406 -0.02
C -2.928 -3.292 -0.604 -0.10
H 2.135 4.054 -0.512 0.09
H -3.290 -3.479 -3.073 0.11
C -1.748 0.713 1.747 -0.22
H 1.073 4.221 5.616 0.06
H -0.572 -0.393 -4.408 0.11
C 3.864 1.870 3.265 -0.03
H -3.796 -4.987 0.372 0.13
H 2.996 8.917 2.750 0.09
N 0.686 1.301 1.878 -0.10
H 0.057 1.371 6.022 0.10
C -2.238 -2.726 -6.200 -0.01
H 1.858 2.668 0.547 0.02
C 2.364 -3.444 -0.146 -0.07
C -1.913 -1.882 -3.581 -0.33
C 1.463 5.317 3.770 -0.31
C -1.385 -1.658 -5.921 -0.03
H 4.084 -3.476 -4.112 0.13
C 2.086 -3.536 -3.309 -0.31
```

Output
* multiplicity: 2
* charge: +3
* orbital gap (alpha / beta): 4.306 / 6.380 eV



[4]
A molecular structure, C26H22FN8O2Tm at a distorted geometry, computed with wB97M-V/def2-TZVPD.

XYZ file:
```
60
Properties=species:S:1:pos:R:3:lowdin_charge:R:1
C 2.094 2.036 2.421 0.02
C -0.309 1.044 0.494 -0.13
H -2.103 -4.510 1.384 0.15
N 1.782 -1.618 0.640 -0.03
C -0.835 2.526 4.839 -0.02
C 1.282 -0.656 -3.114 -0.15
H 2.044 -0.248 -2.455 0.07
H -1.736 -2.180 -3.212 0.08
C -0.798 -1.727 -3.533 -0.17
H 1.885 3.150 -0.671 0.17
H -0.195 3.298 0.285 0.15
H -1.876 1.412 -1.993 0.12
C -0.593 2.857 2.357 0.00
C 2.360 -0.461 0.296 -0.13
C 1.557 2.440 1.198 -0.22
H -1.817 2.974 4.699 0.09
C 1.287 2.031 3.536 0.06
H -4.651 -4.728 1.213 0.19
C -4.033 1.382 -2.148 -0.06
N -4.095 -3.952 0.884 0.08
H -0.972 1.525 5.254 0.09
N -2.701 -0.201 -1.009 0.02
H 2.462 -0.168 -4.864 0.13
C 3.630 2.263 -0.227 -0.46
C 0.105 -1.213 -2.590 -0.32
N -5.162 0.747 -1.843 0.14
Tm -0.521 -1.255 -0.335 1.54
H 5.377 -0.799 1.730 0.14
C -0.069 2.468 3.545 -0.24
C -5.061 -0.373 -1.138 -0.02
C 4.364 -1.025 1.416 0.04
C 2.484 -2.501 1.351 -0.10
H -0.296 3.115 5.582 0.10
H 5.209 1.162 0.251 0.17
N 2.251 2.515 0.026 0.18
C -0.568 -1.690 -4.900 0.00
H 3.141 1.787 2.509 0.12
H -5.970 -0.911 -0.897 0.13
H -1.276 -2.094 -5.613 0.13
N -4.694 -2.900 0.287 0.17
H 1.777 0.201 -0.331 0.07
F 0.847 -1.073 -6.657 0.09
O 4.244 3.001 -0.939 0.17
C -3.827 -0.853 -0.724 -0.19
C -2.798 0.911 -1.733 -0.08
C -2.782 -3.793 0.947 -0.10
H -4.110 2.286 -2.738 0.13
H 4.338 -2.979 2.300 0.13
N -2.468 -2.630 0.393 0.02
C 0.609 -1.121 -5.345 -0.28
C 3.632 -0.094 0.684 -0.20
H -1.617 3.208 2.300 0.14
C -3.687 -2.121 0.005 -0.30
N 4.204 1.148 0.360 0.16
C 0.141 2.705 1.132 -0.14
H 1.731 1.732 4.481 0.14
C 1.549 -0.600 -4.473 0.00
H 2.002 -3.435 1.608 0.12
O -0.559 0.222 1.336 -0.11
C 3.787 -2.238 1.738 -0.01
```

Output
* multiplicity: 3
* charge: +2
* orbital gap (alpha / beta): 6.462 / 6.480 eV



[5]
A molecular structure, C34H80N4O20S5 at a distorted geometry, computed with wB97M-V/def2-TZVPD.

XYZ file:
```
143
Properties=species:S:1:pos:R:3:lowdin_charge:R:1
H -4.760 3.696 -2.307 0.05
H 2.135 0.971 -1.556 0.05
C 0.079 -1.640 -7.611 -0.08
S -1.885 -5.619 2.796 0.62
N -1.684 5.126 -2.414 -0.16
S -4.206 1.552 1.992 0.66
H -1.159 3.781 -0.148 0.07
H -0.468 2.555 -1.265 0.04
H -1.436 4.894 -4.458 0.12
O -2.435 -1.465 7.090 -0.19
C 3.602 5.528 0.598 -0.09
O -1.031 -5.477 1.659 -0.22
O -1.354 -1.296 1.106 -0.23
H -4.722 -3.960 2.131 0.13
H -2.839 3.883 -1.186 0.10
C -1.796 0.265 -5.317 -0.16
H -0.674 -3.579 6.370 0.11
H 2.532 5.677 0.447 0.07
C -0.711 -3.088 7.347 -0.17
C -0.728 6.844 -3.966 -0.09
H -0.136 3.812 -2.997 0.11
C -2.977 -3.428 3.405 -0.14
H 1.258 -2.392 -5.424 0.10
H 0.582 3.590 -0.363 0.05
O -0.540 -1.872 -1.116 -0.21
H -0.680 7.140 -5.015 0.07
H -2.729 -2.580 2.769 0.11
O -1.402 0.447 -0.735 -0.22
H 2.617 3.044 -2.988 0.06
H 1.612 2.405 -5.513 0.06
H 0.736 -5.291 4.697 0.08
C -2.742 4.129 -2.247 -0.25
H -5.054 0.589 -1.085 0.12
H 5.882 -4.566 5.793 0.07
H 4.913 -3.684 7.043 0.07
H 0.094 -2.076 -8.608 0.07
C 3.802 -5.064 5.752 -0.27
N 1.536 -0.349 -5.970 -0.18
C 3.513 1.827 -0.043 -0.26
H 1.319 -2.129 3.524 0.06
H -1.078 7.781 -3.517 0.08
H 3.747 4.174 -3.740 0.07
H 5.043 3.981 0.733 0.11
C 1.114 -2.963 4.206 -0.08
H -0.834 -1.448 3.028 0.09
O -0.089 -1.832 7.230 -0.19
S -1.096 -0.630 6.787 0.66
C -1.684 5.704 -3.748 -0.27
H -0.087 -2.431 -6.875 0.06
H 0.709 -2.477 5.091 0.06
C -5.324 0.456 -0.039 -0.13
S -4.028 0.905 -4.585 0.62
H 0.246 6.654 -3.515 0.06
C 2.444 -3.631 4.447 -0.25
C 1.140 -6.321 6.677 -0.07
C 0.506 -0.053 1.780 -0.17
H -1.763 -1.219 -3.664 0.13
H 3.804 -5.799 6.559 0.10
H 3.883 6.008 1.537 0.07
H 0.406 -5.746 7.242 0.05
C 4.190 3.609 -1.635 -0.25
H -4.498 5.450 -2.045 0.08
O -1.873 -4.289 3.688 -0.22
H -2.933 -3.449 7.283 0.13
C -0.419 4.466 -2.156 -0.26
C -0.795 -0.657 2.283 -0.14
O -5.240 1.559 2.985 -0.22
H -2.413 -2.705 8.709 0.13
H -1.158 0.516 -3.350 0.11
H 4.904 2.812 -1.878 0.11
H 4.489 1.532 0.380 0.12
H 2.046 -6.362 4.678 0.12
O -3.647 0.045 1.664 -0.23
O -3.422 -5.472 2.336 -0.19
H 2.822 -1.781 -4.991 0.12
O -1.674 -6.730 3.683 -0.23
H -0.784 0.601 -5.516 0.12
H 0.434 -3.575 3.615 0.06
H 0.216 -1.088 -3.664 0.03
H -4.726 -4.701 3.746 0.13
H 1.655 -0.219 -3.344 0.06
O -3.212 0.159 -3.403 -0.21
O -4.809 2.019 -4.143 -0.22
H 0.547 1.039 1.907 0.13
C 1.352 -0.811 -7.352 -0.24
H 3.468 0.205 -6.654 0.12
H 4.134 -5.693 4.913 0.11
N 2.428 -4.538 5.616 -0.16
O 0.662 -0.339 0.414 -0.19
H 2.718 -4.087 3.486 0.13
H 4.149 6.031 -0.198 0.06
H -6.414 0.440 0.011 0.13
O -4.891 1.706 0.517 -0.20
O -0.977 -0.387 5.371 -0.24
H 2.825 1.659 0.791 0.10
H -3.282 -3.009 4.365 0.13
N 3.432 3.221 -0.430 -0.17
H 1.415 -0.270 2.349 0.13
H 3.124 -2.824 4.722 0.10
H 3.604 3.672 1.659 0.11
H 1.270 0.095 -7.951 0.11
C 4.946 -4.059 6.022 -0.08
C -4.095 -4.356 2.928 -0.13
H 4.901 -3.198 5.356 0.05
H -1.528 0.074 2.617 0.11
C -4.167 4.561 -2.591 -0.09
C 2.321 1.974 -6.219 -0.09
O -0.959 0.481 7.677 -0.21
H 2.159 -1.459 -7.718 0.12
H -5.304 -1.098 1.416 0.12
O -2.739 1.336 -5.389 -0.18
H 1.892 2.120 -7.215 0.06
H -4.169 -1.455 0.270 0.13
C 1.504 -5.688 5.358 -0.24
O -4.703 -0.104 -5.353 -0.24
H 3.365 -0.116 -0.836 0.08
H -2.461 3.136 -2.630 0.11
C -4.568 -0.580 0.783 -0.18
C 2.700 0.530 -5.938 -0.26
H 2.010 -6.491 7.304 0.07
H 4.864 4.447 -1.461 0.10
H -2.673 6.099 -3.986 0.11
H 3.841 0.939 -2.054 0.07
H -2.113 -0.544 -5.974 0.11
H 3.200 2.625 -6.264 0.07
H 0.644 -7.280 6.499 0.08
H -0.314 -3.714 8.138 0.13
H 1.483 -2.094 -3.049 0.09
C 3.943 4.035 0.686 -0.27
C 3.257 3.905 -2.799 -0.07
O -3.114 2.462 2.096 -0.21
H -4.415 4.902 -3.598 0.06
C -0.381 3.569 -0.877 -0.07
C 1.765 -1.487 -5.093 -0.26
C 3.159 0.896 -1.202 -0.10
H -0.862 -1.089 -7.507 0.05
C 1.305 -1.204 -3.648 -0.06
H 2.651 4.788 -2.589 0.06
C -2.175 -2.750 7.640 -0.16
H 3.169 0.498 -4.952 0.11
S -0.748 -0.745 -0.272 0.63
C -1.878 -0.151 -3.823 -0.18
H 0.444 5.122 -2.031 0.08
```

Output
* multiplicity: 1
* orbital gap: 8.014 eV



[6]
2 unconnected molecules or ions with the total composition CH4NO3PS at a distorted geometry, computed with wB97M-V/def2-TZVPD.

XYZ file:
```
11
Properties=species:S:1:pos:R:3:lowdin_charge:R:1
O -0.970 1.734 0.785 -0.48
N -0.189 -0.636 0.477 -0.71
H -2.154 -1.161 0.049 -0.05
O -2.576 -0.206 0.113 -0.34
C 2.022 0.256 0.093 -0.01
H 1.941 1.078 -0.615 -0.02
S -0.261 -2.242 0.050 0.16
H 2.159 -0.676 -0.323 -0.10
O -1.162 0.913 -1.614 -0.43
H 2.284 0.388 1.162 -0.01
P -1.094 0.554 -0.177 -0.01
```

Output
* multiplicity: 1
* charge: -2
* orbital gap (alpha / beta): 5.368 / 5.082 eV



| no. | DFT total energy (eV) |
| --- | --- |
| 1 | -85678.41275 |
| 2 | -15499.58287 |
| 3 | -121642.73766 |
| 4 | -75568.29391 |
| 5 | -137634.30790 |
| 6 | -28857.13511 |